Entry 1:
Molecular formula: C57H59Cl3N7O2SZr
Method: DFT, the ωB97M-V functional and the def2-TZVPD basis

Calculated values
highest occupied orbital energy: -0.1387 Eh
E_LUMO: 1.2 eV
frontier orbital gap: 5.00 eV

```
! wB97M-V def2-TZVPD RIJCOSX def2/J DEFGRID3
* xyz -1 1
Zr 0.6050 -0.1927 0.5160
Cl 1.4721 -4.7122 -1.4074
Cl 2.9209 -2.6152 -2.7266
Cl 4.3260 -4.4613 -1.0172
S 2.6699 0.4764 -1.4981
O 3.2212 -2.8209 0.9695
O 1.5662 -1.8835 -0.1926
N 3.6569 0.0259 0.9381
N 4.9073 -0.7549 -0.7896
N -0.3092 -0.8158 2.4351
N -1.0116 -1.5059 -0.5220
N 2.5100 0.5155 1.4277
N 0.2997 1.6752 2.2178
N -0.1514 1.3377 -0.8342
C 0.1711 -4.2379 2.0488
C 0.2442 3.5154 -3.8310
C -5.2308 2.4399 -2.1115
C 2.8232 -3.5778 -1.2585
C 0.9978 0.7685 -4.6816
C -0.4186 -2.4631 -4.3359
C -1.7186 -4.5368 -2.5908
C -1.6688 -5.5518 -1.6598
C -1.4834 1.1948 -4.6784
C -1.5699 -0.4538 2.8650
C -3.6911 0.7187 -1.5267
C -2.5973 1.6277 -1.4737
C 1.3483 1.6996 3.0895
C -5.5547 -1.2497 -1.4279
C -1.4303 0.8532 -1.0771
C -1.4556 -5.1991 -0.3441
C -0.9926 2.9580 3.7694
C 1.7960 -1.6278 3.6016
C 6.3276 1.5836 4.6093
C 2.5760 1.1291 2.6046
C 1.1167 4.6696 -1.9656
C 0.0504 2.9335 4.6942
C -2.3202 -4.2551 2.2842
C -2.8647 2.9549 -1.7414
C -3.2691 -0.5907 -1.2027
C -4.2173 -1.5813 -1.1307
C 0.3999 -1.0921 3.5794
C 5.4806 2.6690 4.4622
C -4.1842 3.3280 -2.0615
C -0.3740 -0.8839 4.6999
C 4.2597 2.5229 3.8286
C 4.7297 0.2013 3.4635
C 3.8599 1.2870 3.3196
C -5.9483 0.0192 -1.7712
C -1.6392 -0.4848 4.2393
C 0.6592 4.8251 0.9883
C 5.9453 0.3536 4.1031
C 1.2280 2.3160 4.3506
C 0.2621 2.4020 -1.6628
C -1.2800 -3.8795 0.0443
C 0.0579 2.3747 -3.0664
C -1.5511 -3.2025 -2.2486
C -0.2239 1.0973 -3.8167
C 0.7338 4.6868 -3.2912
C -5.0016 1.0708 -1.8210
C -1.6167 -2.2387 -3.4088
C -1.2961 -2.8262 -0.9020
C 1.3503 3.6619 0.2691
C 2.8746 3.7629 0.3455
C -0.8133 2.3144 2.5608
C -1.1366 -3.6430 1.5244
C -1.8225 -0.5027 -0.9416
C -2.7273 -0.1999 1.9530
C 2.5292 -2.6664 -0.0158
C 0.8926 3.5650 -1.1593
C 3.7617 -0.1485 -0.3575
C -2.9402 -2.3694 -4.1709
H -1.5882 2.3509 1.8029
H -2.0878 3.7060 -1.7209
H -2.3569 -3.8545 3.2941
H -3.5620 0.1870 2.5372
H 3.1985 3.8290 1.3815
H -3.2600 -4.0284 1.7835
H -1.8854 -4.7937 -3.6275
H -1.7942 -6.5859 -1.9535
H 4.4538 -0.7619 3.0677
H 1.8469 0.5470 -4.0412
H -2.2245 -5.3381 2.3484
H -0.3014 -3.5138 -4.5957
H 3.6182 3.3837 3.7028
H 6.5984 -0.4998 4.2161
H -3.7752 -2.3248 -3.4754
H 0.0157 3.4827 -4.8867
H 0.4946 -2.1344 -3.8455
H 0.2396 -5.2958 1.7985
H 1.5894 5.5415 -1.5348
H -6.2288 2.7799 -2.3525
H 1.8141 -2.6095 4.0807
H 0.8141 4.7583 2.0633
H -3.9680 -2.5971 -0.8562
H -0.3334 0.2852 -3.0970
H -2.3247 1.5573 -4.0920
H -6.2954 -2.0384 -1.3832
H -4.3724 4.3724 -2.2757
H -1.4365 -5.9715 0.4108
H 2.2033 -1.7325 2.5944
H 4.8830 -1.0953 -1.7367
H 5.7705 3.6361 4.8467
H -3.0389 -1.5482 -4.8792
H 7.2793 1.7007 5.1084
H -0.0703 -1.0276 5.7224
H 0.8003 -0.0937 -5.3125
H 2.4314 -0.9709 4.1984
H -1.9317 3.4332 3.9978
H 5.3746 -1.3327 -0.1071
H -0.5469 -1.8990 -5.2582
H -6.9869 0.2196 -1.9974
H 1.0326 5.7901 0.6507
H 1.2612 1.6083 -5.3192
H 1.0338 -3.7323 1.6252
H -2.4849 0.5227 1.1739
H 3.3146 2.8724 -0.0971
H 0.2163 -4.1336 3.1296
H 2.0517 2.2645 5.0448
H -1.3247 1.8749 -5.5127
H -3.0505 -1.1239 1.4657
H -1.7410 0.2210 -5.0867
H -2.9966 -3.3068 -4.7204
H 1.0605 2.7275 0.7530
H -2.4919 -0.2296 4.8409
H 3.2525 4.6288 -0.1940
H 0.8534 5.5734 -3.8979
H -0.4123 4.7945 0.7993
H -1.1314 -2.5683 1.7015
H -0.0615 3.4010 5.6614
H -1.5641 -1.2194 -3.0320
*
```

These are the Mulliken partial charges, in e, on atoms 1 to 4: atom 1 (Zr): -0.651, atom 2 (Cl): -0.138, atom 3 (Cl): -0.109, atom 4 (Cl): -0.161

---

Entry 2:
Molecular formula: C6H13N2
Method: DFT, the ωB97M-V functional and the def2-TZVPD basis

Calculated values
highest occupied orbital energy: -0.4150 Eh
relative energy (zero: lowest compared OMol25 entry of this formula, charge and spin): 55.5 kcal/mol
E_LUMO: -5.3 eV
frontier orbital gap: 5.99 eV

```
! wB97M-V def2-TZVPD RIJCOSX def2/J DEFGRID3
* xyz 1 1
N -1.9470 -0.2071 0.1747
N 1.7413 -1.8342 0.4187
C -2.1533 -0.5173 -1.1842
C 1.8791 0.5706 -0.0354
C 1.6610 -0.4812 0.7646
C 1.8693 1.9890 0.4752
C -2.0490 0.4426 -2.0959
C -2.1742 -0.9977 1.1556
H 2.2424 -1.9993 -0.4442
H -2.2608 0.2893 -3.1435
H 1.4411 2.6620 -0.2679
H 1.3523 2.0791 1.4313
H 1.3811 -0.3214 1.8042
H -2.3400 -1.5456 -1.4579
H -1.9317 -0.5967 2.1304
H -2.5331 -1.9980 0.9611
H -1.8462 1.4726 -1.8200
H 2.8871 2.3387 0.6656
H 2.1122 -2.3761 1.1891
H 2.1349 0.3520 -1.0680
H -1.4664 0.6787 0.3462
*
```

These are the natural (NBO) partial charges, in e, on atoms 1 to 4: atom 1 (N): -0.392, atom 2 (N): -0.830, atom 3 (C): -0.090, atom 4 (C): -0.293

---

Entry 3:
Molecular formula: C17H37BrClN4O10PSSi2
Method: DFT, the ωB97M-V functional and the def2-TZVPD basis

Calculated values
highest occupied orbital energy: -0.3034 Eh
E_LUMO: 0.3 eV
frontier orbital gap: 8.51 eV

```
! wB97M-V def2-TZVPD RIJCOSX def2/J DEFGRID3
* xyz 0 1
Br -3.7873 6.2773 2.8611
Cl 3.6890 4.1035 0.9811
S -0.1135 4.5350 6.4910
P -1.3148 2.9994 6.1593
Si -0.8315 1.8865 4.2655
Si -1.5333 4.0697 2.5099
O 2.4290 -2.3410 0.3474
O 2.4368 -1.7725 -3.6028
O 0.8345 -6.7576 -6.3530
O 0.2345 -2.1963 -3.7441
O 2.1393 -4.5159 -0.0295
O 1.3467 -1.5479 -5.5589
O 1.6697 -3.6622 2.0018
O -0.4571 -5.0245 -5.7115
O 1.7807 -4.9132 -5.5324
O -1.6229 2.4390 2.9040
N -2.1470 -0.7092 2.2359
N 0.8990 1.9386 4.1588
N 0.1584 -0.6922 2.7812
N -1.4089 -2.1990 3.8376
C -3.6056 4.5049 0.5266
C 2.8287 -5.8851 -5.6220
C -3.3151 5.8244 -0.2087
C 1.4319 -1.8313 -4.2463
C -0.7638 -1.9327 -4.7397
C -3.3165 4.5660 2.0306
C 1.0065 3.7461 1.1537
C 2.0948 4.7075 1.5820
C 3.0240 -2.6002 -0.9374
C 2.4007 -3.9222 -1.3105
C 2.0461 -3.5179 0.8792
C -0.3932 4.4314 1.0701
C -1.4359 0.1122 4.5085
C -1.2013 -0.8254 3.3096
C 0.0462 -1.9565 -6.0128
C 0.6144 -5.5228 -5.8541
C 2.2424 -6.8992 -6.5803
H 3.0626 -4.5550 -1.8965
H 2.5634 -7.9167 -6.3753
H 2.4549 -6.6612 -7.6237
H 1.2680 2.6847 4.7496
H 0.9690 2.8532 1.7698
H -4.2053 6.4401 -0.1987
H -1.0763 2.0539 7.1828
H -2.6879 3.3098 6.2813
H -1.0309 -0.3140 5.4230
H -0.2433 5.5123 1.0731
H -1.1542 4.9306 3.6396
H -1.3593 -2.8456 3.0575
H 3.7451 -5.4296 -5.9872
H 0.2514 -1.4484 2.1101
H 1.2935 1.0601 4.4696
H 0.8019 -0.9023 3.5368
H 1.9617 5.6819 1.1404
H 3.0079 -6.3011 -4.6293
H -0.6922 -2.4192 4.5159
H -3.9647 3.8322 2.4992
H -1.2083 -0.9557 -4.5411
H -3.0371 3.7056 0.0586
H 4.1072 -2.6687 -0.8125
H 0.1225 -2.9529 -6.4330
H -2.4812 6.3444 0.2452
H 2.1857 4.7581 2.6596
H 1.2616 3.4085 0.1556
H -3.0364 -1.0999 2.5240
H 2.7919 -1.8149 -1.6552
H -3.0620 5.6557 -1.2520
H -2.3193 0.2610 1.9930
H -1.5410 -2.6908 -4.7170
H -2.5131 0.1844 4.6461
H -0.8193 4.1914 0.1018
H -4.6511 4.2673 0.3543
H -0.3277 -1.2745 -6.7726
H 1.4561 -3.8020 -1.8436
*
```

These are the Mulliken partial charges, in e, on atoms 1 to 4: atom 1 (Br): -0.146, atom 2 (Cl): -0.243, atom 3 (S): -0.411, atom 4 (P): 0.059